# 1
This record from the Open Molecules 2025 dataset describes a 2-piece molecular cluster, C2H5O3PS overall in a non-equilibrium geometry. The level of theory is ωB97M-V/def2-TZVPD.

```
12
Properties=species:S:1:pos:R:3:forces:R:3
C -0.90238 1.43014 -1.31354 0.14 0.04 -0.32
C -1.42798 1.02018 -0.16637 -0.42 0.58 -0.39
O 0.56077 -2.06549 1.74414 -0.14 -0.01 -0.34
O 2.00725 -0.28267 0.81141 -0.95 -0.56 0.31
O -1.00149 0.14963 0.69850 2.72 -3.02 0.88
P 0.85938 -1.32618 0.40238 -0.62 1.68 -1.35
S 1.15022 -2.33399 -1.21706 -0.63 0.83 1.28
H -1.40180 2.18033 -1.89840 -0.10 0.12 -0.08
H -0.00931 0.98763 -1.72173 0.25 -0.12 -0.06
H -2.37614 1.44896 0.17658 0.03 0.06 -0.08
H 0.20823 -1.45947 2.40198 -0.29 0.26 0.47
H 2.33325 0.25092 0.08211 0.01 0.14 -0.32
```
Positions in Å, forces in eV/Å.

As for the relative energy (zero: lowest compared OMol25 entry of this formula, charge and spin): 198.08 kJ/mol. As for the multiplicity: 1.

# 2
This record from the Open Molecules 2025 dataset describes C3H5Cl2N3O as an isolated structure in a non-equilibrium geometry. The level of theory is ωB97M-V/def2-TZVPD.

```
14
Properties=species:S:1:pos:R:3:forces:R:3
C -0.27316 -1.46027 -1.17465 0.49 -2.09 2.13
C -0.09301 -1.22849 0.18356 -2.31 1.73 -4.58
C -1.28644 -0.68066 -1.91296 0.96 -0.09 -1.15
N -0.96071 -0.21971 0.66786 -0.33 0.55 0.49
N 0.71174 1.23364 0.86446 -1.02 -0.97 0.21
N -0.53197 1.00223 0.96886 0.79 0.71 0.57
O -2.13505 0.06927 -1.55502 -0.51 -0.09 0.12
Cl -0.95531 -0.86093 -3.64160 -0.21 -0.01 -0.22
Cl 1.88095 1.36296 -1.63224 -0.15 -0.79 0.82
H 0.19489 -2.32590 -1.74609 -0.40 1.56 0.98
H 0.70407 -1.47856 0.78939 1.46 -0.96 1.10
H -1.94388 -0.17849 0.28938 1.55 -0.07 0.71
H 0.95328 2.20167 1.15383 -0.53 -0.79 -0.34
H 1.41229 0.79699 -0.23619 0.21 1.31 -0.84
```
Positions in Å, forces in eV/Å.

As for the relative energy (zero: lowest compared OMol25 entry of this formula, charge and spin): 0.00 kJ/mol. As for the multiplicity: 1.

# 3
This record from the Open Molecules 2025 dataset describes an isolated ion of composition C7H13N2O3 and charge -1. The level of theory is ωB97M-V/def2-TZVPD.

```
25
Properties=species:S:1:pos:R:3:forces:R:3
C -2.13164 -1.94276 0.34523 0.00 0.20 -0.19
H -1.91963 -1.57210 1.34544 0.03 0.00 0.11
H -3.06121 -2.50904 0.37065 -0.08 -0.09 0.03
H -1.32249 -2.60295 0.04107 0.08 -0.14 0.05
C -2.24259 -0.78546 -0.64310 -0.23 0.07 0.06
N -0.99394 -0.08259 -0.79291 -0.03 -0.42 -0.16
C -0.86135 1.21878 -0.50652 0.21 0.03 -0.44
O -1.78452 1.93369 -0.12854 -0.21 0.33 0.24
C 0.53485 1.76801 -0.76513 0.03 0.14 0.22
H 0.97049 1.25068 -1.62122 0.02 0.04 -0.04
H 0.42164 2.82784 -1.01140 -0.08 -0.13 -0.02
C 1.50019 1.65208 0.42441 0.00 -0.15 -0.07
C 1.87870 0.21871 0.81710 0.48 -0.27 -0.02
N 0.86106 -0.44321 1.63656 -0.25 -0.01 0.05
H 0.01336 0.11676 1.64884 0.07 -0.17 0.04
H 0.62414 -1.31259 1.15689 -0.04 0.24 0.11
H 2.80094 0.26912 1.41766 -0.10 0.05 -0.32
C 2.22749 -0.61793 -0.47816 0.09 0.38 0.85
O 3.33504 -0.42941 -0.97573 0.49 0.25 -0.22
O 1.32555 -1.39833 -0.87577 -0.31 -0.57 -0.31
H 2.42011 2.17519 0.14908 -0.06 -0.01 0.07
H 1.06810 2.16116 1.29420 0.06 0.02 -0.01
H -0.12583 -0.65830 -0.91502 -0.21 0.28 -0.01
H -2.99250 -0.06010 -0.30964 0.08 -0.14 -0.13
H -2.54598 -1.17725 -1.62400 -0.07 0.05 0.12
```
Positions in Å, forces in eV/Å.

As for the relative energy (zero: lowest compared OMol25 entry of this formula, charge and spin): 0.00 kJ/mol. Its net charge is -1. As for the multiplicity: 1. Its SMILES is CCNC(=O)CC[C@@H](N)C(=O)[O-].

# 4
This record from the Open Molecules 2025 dataset describes a 3-piece molecular cluster, C5H11NO overall in a non-equilibrium geometry. The level of theory is ωB97M-V/def2-TZVPD.

```
18
Properties=species:S:1:pos:R:3:forces:R:3
C -0.51267 1.74740 1.51958 1.01 0.99 0.66
N -1.21890 -0.94774 0.59430 1.13 0.85 0.29
C 0.13075 -0.45669 0.48945 -2.19 2.35 1.43
C 0.48655 0.86904 0.84398 -0.94 -4.09 -2.23
C 1.27149 -1.92372 -1.25859 -1.64 1.11 1.45
C 1.01082 -1.45926 -0.00395 5.94 -1.59 -0.02
H -0.79929 1.30071 2.47021 -0.18 -0.16 -0.01
H 0.00181 2.67996 1.78006 -0.18 -0.02 0.02
H -1.41435 2.05214 0.99879 -0.11 -0.27 -0.45
H -1.89217 -0.38391 0.07844 0.14 -0.16 0.27
H -1.21493 -1.91116 0.31671 -0.51 -0.25 -0.13
H 1.38575 1.13621 0.26874 -0.02 0.53 1.21
H 0.44369 -1.88341 -2.01010 0.88 0.38 0.50
H 2.25604 -2.20974 -1.59871 -0.18 -0.77 0.33
H 2.27665 -1.83244 1.14980 -2.96 1.04 -2.89
H -0.28612 1.16805 -0.96428 0.08 0.21 -0.28
H -0.29390 2.24872 -2.09294 -0.01 -0.17 0.18
O -0.76055 1.47577 -1.75598 -0.25 0.03 -0.31
```
Positions in Å, forces in eV/Å.

As for the relative energy (zero: lowest compared OMol25 entry of this formula, charge and spin): 530.37 kJ/mol. As for the multiplicity: 1.

| no. | HOMO-LUMO gap (eV) |
| --- | --- |
| 1 | 6.93 |
| 2 | 8.59 |
| 3 | 8.42 |
| 4 | 8.48 |